Record 1
Here is a molecular structure, C26H43Cl3CuN3O3Si in a non-equilibrium geometry from OMol25. Energies are from wB97M-V/def2-TZVPD.

## Properties
LUMO level (spin up / spin down), eV: 2.1418 / 1.7776
HOMO (spin up / spin down), eV: -4.09 / -4.09
Gap between HOMO and LUMO (spin up / spin down), Eh: 0.2292 / 0.2156

Geometry as ORCA input:
```
! wB97M-V def2-TZVPD RIJCOSX def2/J DEFGRID3
* xyz -1 2
C -1.30 -0.54 -4.56
C -0.19 -1.52 -4.83
H -1.25 0.28 -5.27
H -1.21 -0.12 -3.55
H -2.27 -1.04 -4.66
C 0.40 -1.66 -6.02
C 0.04 -0.86 -7.24
H 1.17 -2.42 -6.17
H -0.07 0.22 -7.05
H -0.89 -1.20 -7.73
H 0.85 -0.98 -7.97
Cu -2.25 1.12 1.88
Cl -3.34 -0.03 3.49
Cl -2.30 1.03 -0.30
C -0.59 -1.07 2.58
O -0.40 0.18 2.53
N 0.38 -1.92 2.89
C 1.76 -1.49 3.08
C 0.14 -3.36 2.93
H -1.56 -1.50 2.37
H 1.78 -0.46 3.48
H 2.34 -1.52 2.14
H 2.23 -2.16 3.80
H -0.93 -3.54 3.11
H 0.73 -3.80 3.74
H 0.42 -3.86 1.99
H -1.79 4.70 -0.41
H -0.08 2.69 -0.12
C -1.00 5.33 0.02
C 0.61 3.48 0.20
N -0.13 4.54 0.86
H -1.47 6.10 0.64
C -0.23 4.54 2.21
O 0.46 3.88 3.00
H 1.35 3.07 0.89
H -1.01 5.24 2.57
H -0.41 5.80 -0.77
H 1.09 3.91 -0.68
O 0.80 -1.33 -2.73
C 0.26 -2.30 -3.61
C 2.57 -3.23 -4.23
C 1.22 -3.44 -3.90
H 2.98 -2.21 -4.21
C 3.36 -4.32 -4.64
H -0.66 -2.70 -3.15
C 0.68 -4.73 -3.96
H 4.40 -4.13 -4.93
C 2.81 -5.59 -4.72
C 1.47 -5.80 -4.40
H -0.38 -4.86 -3.71
H 3.42 -6.42 -5.09
H 1.01 -6.78 -4.53
Si 1.51 -1.30 -1.22
Cl -2.98 3.29 1.85
C 3.23 -0.64 -1.44
C 1.58 -3.01 -0.47
C 0.46 -0.08 -0.32
H 3.85 -1.30 -2.07
H 3.73 -0.53 -0.47
H 3.19 0.35 -1.93
H 0.12 0.70 -1.01
H 0.97 0.40 0.52
H -0.44 -0.58 0.04
H 2.04 -3.72 -1.17
H 0.59 -3.38 -0.21
H 2.21 -2.96 0.42
N -1.23 2.17 4.60
C -2.01 3.01 5.29
C -3.40 2.77 5.49
C -4.13 3.54 6.39
C -3.50 4.58 7.08
C -2.17 4.92 6.80
C -1.44 4.19 5.87
H -1.57 1.23 4.36
H -0.40 2.52 4.12
H -3.85 1.98 4.90
H -5.18 3.32 6.54
H -4.06 5.13 7.84
H -1.68 5.72 7.34
H -0.44 4.49 5.57
*
```



Record 2
Here is a molecular structure, C32H11BCl104N4O4 in a non-equilibrium geometry from OMol25. Energies are from wB97M-V/def2-TZVPD.

## Properties
LUMO level, eV: -1.2416
HOMO, eV: -10.16
Gap between HOMO and LUMO, Eh: 0.3276

Geometry as ORCA input:
```
! wB97M-V def2-TZVPD RIJCOSX def2/J DEFGRID3
* xyz 0 1
C -2.09 -1.93 -1.60
C -0.59 -1.88 -1.03
C -0.06 -3.36 -0.83
O 0.93 -3.50 0.18
C 0.38 -3.38 1.49
C 0.82 -1.96 2.06
N 2.06 -1.55 1.67
N 2.40 -0.36 2.10
C 1.46 0.26 2.86
O 1.81 1.55 3.28
B 2.78 2.13 2.40
O 2.61 2.35 1.02
O 4.00 2.57 2.98
N 0.24 -0.16 3.29
N -0.10 -1.35 2.86
H -2.66 -2.74 -1.07
H -2.05 -2.04 -2.71
H -2.55 -0.95 -1.27
H 0.10 -1.33 -1.73
H -0.64 -1.27 -0.09
H 0.42 -3.66 -1.81
H -0.94 -4.06 -0.70
H 0.76 -4.19 2.19
H -0.74 -3.49 1.50
H 3.51 2.30 0.66
H 4.06 2.19 3.87
C -5.25 1.14 -1.61
Cl -4.50 2.28 -2.75
Cl -4.20 0.94 -0.20
Cl -6.82 1.78 -1.09
Cl -5.48 -0.42 -2.41
C -5.62 -4.74 -3.51
Cl -6.15 -5.92 -4.73
Cl -6.49 -3.21 -3.76
Cl -5.98 -5.36 -1.89
Cl -3.88 -4.46 -3.67
C -7.59 4.85 -4.54
Cl -7.96 4.01 -6.06
Cl -7.77 3.71 -3.20
Cl -5.91 5.44 -4.59
Cl -8.69 6.22 -4.32
C -8.89 -1.37 0.46
Cl -9.78 -2.74 1.15
Cl -7.88 -1.94 -0.88
Cl -10.04 -0.16 -0.16
Cl -7.87 -0.63 1.71
C 4.66 6.55 3.86
Cl 5.37 5.21 4.78
Cl 3.85 5.92 2.41
Cl 3.48 7.40 4.87
Cl 5.95 7.67 3.37
C -0.52 1.35 7.16
Cl -1.99 2.27 6.79
Cl -0.88 -0.39 7.07
Cl 0.75 1.75 5.99
Cl 0.03 1.75 8.80
C -9.29 3.57 2.08
Cl -9.39 3.43 0.31
Cl -10.00 5.11 2.59
Cl -10.17 2.23 2.83
Cl -7.58 3.51 2.57
C -5.43 1.66 9.59
Cl -3.69 1.70 9.30
Cl -6.29 1.77 8.04
Cl -5.85 0.13 10.38
Cl -5.90 3.02 10.63
C -9.36 0.38 -7.78
Cl -11.03 0.97 -7.91
Cl -8.25 1.58 -8.49
Cl -8.95 0.15 -6.07
Cl -9.21 -1.16 -8.64
C 8.64 8.68 0.67
Cl 7.86 9.22 2.17
Cl 8.46 9.93 -0.57
Cl 10.36 8.37 0.97
Cl 7.86 7.18 0.13
C 0.95 6.00 8.53
Cl -0.74 6.54 8.41
Cl 2.02 7.27 7.93
Cl 1.33 5.65 10.23
Cl 1.16 4.52 7.57
C 13.30 10.88 3.12
Cl 13.64 9.17 2.81
Cl 14.55 11.88 2.36
Cl 11.71 11.30 2.45
Cl 13.30 11.17 4.87
C -8.24 -5.12 -9.31
Cl -9.91 -4.53 -9.45
Cl -7.14 -3.93 -10.02
Cl -7.84 -5.35 -7.59
Cl -8.08 -6.67 -10.16
C 2.06 3.42 -2.84
Cl 0.47 2.69 -2.53
Cl 2.06 4.15 -4.47
Cl 2.39 4.65 -1.61
Cl 3.30 2.16 -2.77
C -13.91 -2.80 0.96
Cl -13.23 -4.17 1.87
Cl -14.70 -3.42 -0.50
Cl -15.08 -1.94 1.96
Cl -12.60 -1.71 0.48
C 4.89 -0.84 -5.08
Cl 4.36 0.53 -6.09
Cl 5.05 -0.30 -3.40
Cl 3.68 -2.13 -5.17
Cl 6.47 -1.42 -5.67
C 10.01 -3.32 -3.85
Cl 9.51 -3.01 -5.52
Cl 9.15 -4.74 -3.22
Cl 11.76 -3.63 -3.80
Cl 9.64 -1.90 -2.85
C 5.18 -5.37 -7.53
Cl 3.41 -5.41 -7.44
Cl 5.77 -3.89 -6.74
Cl 5.85 -6.79 -6.69
Cl 5.70 -5.39 -9.22
C 8.56 9.40 6.41
Cl 7.08 10.31 6.04
Cl 8.22 7.66 6.32
Cl 9.83 9.83 5.24
Cl 9.11 9.81 8.05
C 10.46 -6.82 -7.55
Cl 10.82 -8.53 -7.88
Cl 11.71 -5.80 -8.29
Cl 8.88 -6.41 -8.24
Cl 10.42 -6.54 -5.80
C -11.63 -5.26 -3.12
Cl -9.87 -5.21 -3.32
Cl -12.42 -5.14 -4.70
Cl -12.09 -6.79 -2.35
Cl -12.14 -3.91 -2.09
C 2.51 -6.63 -2.19
Cl 3.65 -7.99 -2.20
Cl 3.10 -5.35 -3.26
Cl 0.92 -7.19 -2.75
Cl 2.36 -5.99 -0.54
C 11.12 -10.56 -3.87
Cl 9.54 -11.32 -3.60
Cl 11.13 -9.77 -5.47
Cl 11.42 -9.34 -2.62
Cl 12.39 -11.79 -3.81
C 0.71 -3.87 8.09
Cl -0.89 -4.58 8.39
Cl 0.72 -3.14 6.47
Cl 1.05 -2.63 9.30
Cl 1.95 -5.14 8.17
C 3.54 8.22 -3.38
Cl 3.79 9.44 -4.65
Cl 2.38 8.83 -2.19
Cl 2.91 6.73 -4.11
Cl 5.08 7.88 -2.58
C -4.03 -3.42 10.93
Cl -3.36 -2.23 9.80
Cl -2.94 -3.60 12.32
Cl -5.63 -2.89 11.49
Cl -4.18 -4.98 10.10
*
```



Record 3
Here is a molecular structure, C14H16Cl4O6Pt from OMol25. Energies are from wB97M-V/def2-TZVPD.

## Properties
LUMO level, eV: -9.4779
HOMO, eV: -15.51
Gap between HOMO and LUMO, Eh: 0.2217

Geometry as ORCA input:
```
! wB97M-V def2-TZVPD RIJCOSX def2/J DEFGRID3
* xyz 2 1
Pt -0.36 0.14 -0.52
C 1.25 -2.69 -0.15
C 1.23 -1.95 1.17
O 0.33 -0.78 1.19
C 0.78 0.20 2.17
C 0.12 1.52 1.88
O 0.24 1.83 0.46
C 1.38 2.64 0.02
C 2.68 1.85 -0.10
O 2.40 0.71 -0.87
C 3.37 -0.33 -0.80
C 2.85 -1.52 -1.58
O 1.50 -1.88 -1.27
H 0.30 -3.18 -0.33
H 2.01 -3.47 -0.04
H 2.22 -1.59 1.44
H 0.86 -2.61 1.96
H 1.86 0.28 2.08
H 0.52 -0.16 3.17
H 0.57 2.32 2.46
H -0.95 1.50 2.07
H 1.48 3.45 0.74
H 1.08 3.04 -0.94
H 3.08 1.57 0.88
H 3.42 2.49 -0.58
H 3.57 -0.57 0.25
H 4.32 -0.01 -1.25
H 3.52 -2.37 -1.44
H 2.83 -1.27 -2.64
Cl -3.91 0.20 -6.22
C -3.11 -0.23 -4.81
C -3.16 -1.67 -4.40
Cl -4.00 -2.74 -5.38
C -2.54 -2.13 -3.27
Cl -2.56 -3.74 -2.76
C -1.84 -1.17 -2.48
O -1.24 -1.44 -1.43
C -1.79 0.28 -2.89
O -1.15 1.03 -2.14
C -2.44 0.71 -4.08
Cl -2.35 2.35 -4.51
*
```



Record 4
Here is a molecular structure, CHCsO4 in a non-equilibrium geometry from OMol25. Energies are from wB97M-V/def2-TZVPD.

## Properties
LUMO level, eV: -1.0708
HOMO, eV: -7.48
Gap between HOMO and LUMO, Eh: 0.2356

Geometry as ORCA input:
```
! wB97M-V def2-TZVPD RIJCOSX def2/J DEFGRID3
* xyz 0 1
O 1.72 -0.04 -0.32
H 2.68 -0.08 -0.36
O 1.68 -2.18 0.10
O -0.12 -1.19 0.96
O 0.89 -0.42 1.71
C 1.22 -1.09 0.47
Cs -0.94 1.69 -0.87
*
```



Record 5
Here is C6H9N in the gas phase from OMol25. Energies are from wB97M-V/def2-TZVPD.

## Properties
LUMO level, eV: 1.0966
HOMO, eV: -8.88
Gap between HOMO and LUMO, Eh: 0.3668

Geometry as ORCA input:
```
! wB97M-V def2-TZVPD RIJCOSX def2/J DEFGRID3
* xyz 0 1
C -1.91 0.98 0.21
C -0.95 0.22 -0.63
N -0.62 1.60 -0.07
C 0.33 0.93 0.88
C 0.26 -0.34 0.06
C 0.83 -1.71 0.24
C 1.45 -0.76 -0.76
H -2.16 0.72 1.23
H -2.71 1.47 -0.34
H -1.17 0.03 -1.68
H -0.08 0.86 1.89
H 1.31 1.42 0.92
H 0.29 -2.56 -0.15
H 1.38 -1.91 1.16
H 2.40 -0.29 -0.53
H 1.29 -0.97 -1.82
*
```



Record 6
Here is 2 unconnected molecules or ions with the total composition C13H19N in a non-equilibrium geometry from OMol25. Energies are from wB97M-V/def2-TZVPD.

## Properties
LUMO level (spin up / spin down), eV: 3.5106 / 3.4851
HOMO (spin up / spin down), eV: 0.64 / -2.99
Gap between HOMO and LUMO (spin up / spin down), Eh: 0.1055 / 0.2381

Geometry as ORCA input:
```
! wB97M-V def2-TZVPD RIJCOSX def2/J DEFGRID3
* xyz -1 2
C -0.70 -3.35 0.58
C 0.83 -3.35 0.30
C -1.22 -2.24 1.47
H -0.94 -4.25 1.16
H -1.10 -3.36 -0.45
H 1.20 -4.37 0.18
H 1.20 -2.76 -0.52
H -2.30 -2.24 1.54
H 1.32 -2.99 1.21
H -0.79 -1.28 1.08
H -0.79 -2.28 2.46
C 1.58 1.61 1.20
C 1.43 1.59 2.70
C 0.29 1.73 0.43
C -1.00 1.64 0.94
C 0.20 1.66 -0.99
C -1.21 1.60 -1.31
C 1.14 1.65 -2.04
C -1.69 1.35 -2.61
C 0.67 1.25 -3.34
C -0.69 1.04 -3.53
N -1.91 1.55 -0.13
H 2.26 2.43 0.86
H 2.17 0.75 0.84
H 0.41 1.72 3.02
H -1.39 1.61 1.95
H -2.84 1.84 0.11
H 2.22 1.60 -2.00
H -2.77 1.25 -2.77
H 1.38 1.04 -4.12
H -0.94 0.67 -4.54
H 2.20 2.24 3.14
H 1.79 0.66 3.20
*
```



Record 7
Here is 3 unconnected molecules or ions with the total composition C26H49FN5O5S in a non-equilibrium geometry from OMol25. Energies are from wB97M-V/def2-TZVPD.

## Properties
LUMO level, eV: -2.3424
HOMO, eV: -10.73
Gap between HOMO and LUMO, Eh: 0.3081

Geometry as ORCA input:
```
! wB97M-V def2-TZVPD RIJCOSX def2/J DEFGRID3
* xyz 1 1
C -3.39 -0.32 1.67
C -2.05 0.17 1.22
O -1.15 -0.60 1.09
N -1.77 1.56 0.91
C -2.84 2.30 0.21
C -4.18 2.57 0.82
O -2.59 2.66 -0.89
C -1.26 2.26 2.09
O -2.16 2.10 3.16
C -1.72 2.00 4.48
F -2.62 1.12 5.06
C -1.82 3.29 5.31
C -2.21 4.59 4.59
N -1.18 5.04 3.64
N -2.34 5.57 5.70
N -3.53 4.52 3.99
C -0.36 1.31 4.65
N 0.21 0.67 3.41
C 1.58 0.15 3.73
C 2.26 -0.59 2.60
C 2.46 -1.96 2.77
C 3.11 -2.72 1.80
C 3.58 -2.12 0.64
C 3.40 -0.75 0.44
C 3.92 -0.07 -0.79
C 2.74 0.00 1.42
C 0.16 1.69 2.31
S 1.29 3.11 2.56
H -4.05 -0.55 0.83
H -3.91 0.42 2.28
H -3.27 -1.20 2.28
H -4.79 1.67 0.81
H -4.71 3.30 0.22
H -4.15 2.89 1.86
H -1.14 3.29 1.78
H -2.57 3.15 6.07
H -0.89 3.48 5.84
H -0.61 5.78 4.02
H -1.59 5.36 2.76
H -2.33 6.50 5.30
H -1.47 5.54 6.24
H -3.49 4.61 2.98
H -4.09 5.28 4.36
H -0.49 0.52 5.37
H 0.41 1.96 5.05
H -0.40 -0.11 3.15
H 2.20 0.93 4.15
H 1.43 -0.57 4.53
H 2.12 -2.47 3.67
H 3.27 -3.77 1.98
H 4.11 -2.72 -0.08
H 3.71 0.99 -0.74
H 3.50 -0.50 -1.70
H 5.00 -0.17 -0.81
H 2.63 1.05 1.24
H 0.45 1.19 1.39
H 2.48 2.50 2.66
C -0.99 -0.59 -1.95
C -0.99 -1.04 -3.41
O -0.05 -2.06 -3.69
C -0.20 -3.27 -2.98
C -1.54 -3.96 -3.21
H 0.00 -0.24 -1.66
H -1.70 0.22 -1.81
H -1.27 -1.40 -1.28
H -0.72 -0.20 -4.04
H -2.00 -1.35 -3.71
H -0.03 -3.11 -1.91
H 0.60 -3.92 -3.33
H -2.38 -3.35 -2.86
H -1.57 -4.91 -2.67
H -1.69 -4.16 -4.27
C 4.43 -3.35 -6.42
C 3.66 -3.82 -7.64
O 2.57 -4.68 -7.34
C 1.56 -4.14 -6.50
C 0.89 -2.90 -7.06
H 4.81 -4.21 -5.85
H 5.28 -2.74 -6.72
H 3.81 -2.76 -5.75
H 4.32 -4.41 -8.28
H 3.32 -2.97 -8.23
H 1.97 -3.93 -5.50
H 0.82 -4.93 -6.39
H 1.59 -2.07 -7.19
H 0.10 -2.56 -6.39
H 0.45 -3.10 -8.04
*
```



Record 8
Here is 5 unconnected molecules or ions with the total composition C15H37B3N5O12PS from OMol25. Energies are from wB97M-V/def2-TZVPD.

## Properties
LUMO level, eV: -1.1572
HOMO, eV: -8.82
Gap between HOMO and LUMO, Eh: 0.2816

Geometry as ORCA input:
```
! wB97M-V def2-TZVPD RIJCOSX def2/J DEFGRID3
* xyz 0 1
O -3.45 1.24 -2.03
N -2.57 1.94 -2.26
O -1.36 1.14 -2.66
B -0.42 0.95 -1.69
O 0.62 1.83 -1.48
B 1.21 1.83 -0.23
C 1.41 3.11 0.62
C 2.48 3.05 1.73
C 2.02 3.58 3.09
S 2.57 5.29 3.39
O 1.45 0.54 0.29
B 0.36 -0.29 0.20
P 0.03 -1.54 1.65
O -0.65 -2.78 1.28
O -0.76 -0.66 2.75
O 1.44 -1.73 2.37
O -0.51 -0.17 -0.86
H 1.56 3.97 -0.03
H 0.42 3.26 1.07
H 2.85 2.03 1.84
H 3.33 3.66 1.41
H 0.94 3.57 3.18
H 2.42 2.96 3.90
H 1.36 5.86 3.44
H -1.61 -0.36 2.40
H 2.04 -0.98 2.24
C 6.29 5.45 0.83
O 5.18 5.41 1.31
N 6.93 4.38 0.31
C 8.27 4.47 -0.24
C 6.25 3.10 0.32
H 6.89 6.37 0.78
H 8.28 4.19 -1.30
H 8.96 3.82 0.29
H 8.62 5.50 -0.16
H 5.32 3.16 -0.25
H 6.00 2.80 1.34
H 6.90 2.35 -0.13
C -5.01 -1.97 -6.09
O -4.79 -2.89 -6.85
N -4.64 -1.94 -4.79
C -4.94 -0.81 -3.94
C -3.92 -3.08 -4.25
H -5.55 -1.05 -6.40
H -4.03 -0.38 -3.53
H -5.58 -1.13 -3.10
H -5.48 -0.06 -4.51
H -2.98 -3.23 -4.78
H -4.51 -3.99 -4.34
H -3.70 -2.88 -3.20
C -4.09 0.53 4.14
O -3.79 1.42 4.92
N -4.18 -0.77 4.46
C -4.52 -1.79 3.48
C -3.93 -1.16 5.84
H -4.29 0.73 3.07
H -5.44 -2.31 3.76
H -3.72 -2.52 3.38
H -4.67 -1.31 2.51
H -4.63 -0.67 6.51
H -2.92 -0.88 6.14
H -4.04 -2.24 5.92
C -0.11 -3.59 -2.89
O -0.51 -3.55 -4.04
N 0.28 -4.71 -2.26
C 0.75 -4.67 -0.89
C 0.22 -5.96 -2.98
H -0.04 -2.68 -2.26
H 1.78 -5.03 -0.82
H 0.12 -5.28 -0.24
H 0.70 -3.65 -0.52
H 0.85 -5.93 -3.87
H -0.80 -6.18 -3.30
H 0.57 -6.76 -2.32
*
```



Number 1: E_tot -128363.869 eV. Number 2: E_tot -1350512.565 eV. Number 3: E_tot -80379.639 eV. Number 4: E_tot -9786.763 eV. Number 5: E_tot -7854.887 eV. Number 6: E_tot -15277.564 eV. Number 7: E_tot -58989.937 eV. Number 8: E_tot -70336.581 eV.